## A
# C5H9ClN2

A single C5H9ClN2 molecule (ωB97M-V with the def2-TZVPD basis set, the OMol25 dataset).

```
! wB97M-V def2-TZVPD RIJCOSX def2/J DEFGRID3
* xyz 0 1
C 2.658 -1.213 -0.344
N 1.347 -0.817 -0.336
C 1.171 0.398 -0.024
N -0.031 1.156 -0.002
C -1.398 0.631 0.056
C -1.559 -0.667 0.831
C -2.332 1.359 -0.525
Cl -4.028 0.809 -0.552
H 3.363 -0.387 -0.239
H 2.764 -1.703 -1.325
H 2.862 -1.983 0.396
H 1.992 1.067 0.224
H 0.075 2.096 -0.248
H -0.849 -1.459 0.421
H -2.618 -1.031 0.935
H -1.183 -0.552 1.893
H -2.236 2.296 -1.161
*
```

For the HOMO energy, the calculation gives -0.3092 Ha. The value obtained for the LUMO energy is 0.881 eV. The SMILES is C/N=C/N/C(C)=C/Cl.

=====

## B
# C5H9ClN2

A single C5H9ClN2 molecule (ωB97M-V with the def2-TZVPD basis set, the OMol25 dataset).

```
! wB97M-V def2-TZVPD RIJCOSX def2/J DEFGRID3
* xyz 0 1
C -3.360 0.548 0.166
C -2.363 -0.292 -0.102
C -1.014 0.265 -0.120
C 0.051 -0.574 -0.226
Cl 0.013 -2.251 -0.798
N 1.451 -0.012 -0.283
C 2.484 -0.771 0.286
N 1.492 1.367 -0.248
H -4.327 0.103 0.278
H -3.459 1.639 0.354
H -2.315 -1.390 -0.258
H -0.827 1.294 0.003
H 1.968 -1.675 0.804
H 3.181 -1.355 -0.393
H 3.272 -0.268 1.025
H 1.877 1.721 0.663
H 1.877 1.650 -1.149
*
```

For the HOMO energy, the calculation gives -0.2832 Ha. The value obtained for the LUMO energy is 0.795 eV. The SMILES is C=C/C=C(\Cl)N(C)N.

=====

Stability, highest: A

=====

## A
# C4H12N2O2

A molecular structure, C4H12N2O2 (ωB97M-V with the def2-TZVPD basis set, the OMol25 dataset).

```
! wB97M-V def2-TZVPD RIJCOSX def2/J DEFGRID3
* xyz -1 2
O -0.959 -2.695 1.872
C -0.396 -2.229 0.914
C -0.308 -0.686 0.570
C 1.094 -0.133 0.932
C 1.341 1.239 0.144
N 1.145 0.913 -1.189
N -1.424 0.094 0.972
H 0.195 -2.991 0.240
H -0.229 -0.623 -0.627
H 1.751 -0.771 0.418
H 1.266 -0.139 1.988
H 2.354 1.543 0.391
H 0.611 1.968 0.519
H -0.077 1.008 -1.506
H 1.608 1.579 -1.839
H -2.091 -0.623 1.341
H -1.872 0.704 0.254
H -0.851 -1.040 -1.326
H -1.819 1.639 -2.399
O -1.342 1.242 -1.670
*
```

For the HOMO energy (spin up / spin down), the calculation gives -0.1057 / -0.1261 Ha. The value obtained for the LUMO energy (spin up / spin down) is 3.879 / 3.781 eV.

=====

## B
# C4H12N2O2

2 unconnected molecules or ions with the total composition C4H12N2O2 (ωB97M-V with the def2-TZVPD basis set, the OMol25 dataset).

```
! wB97M-V def2-TZVPD RIJCOSX def2/J DEFGRID3
* xyz -1 2
N 1.225 -1.116 1.778
C -0.014 -0.343 1.603
C 0.238 0.692 0.513
N -0.776 0.842 -0.453
C -0.374 1.746 -1.536
C -1.804 -0.147 -0.719
O 1.156 1.491 0.547
H 1.976 -0.598 2.216
H 1.027 -1.987 2.268
H -0.823 -1.031 1.397
H -0.270 0.185 2.537
H 0.551 1.376 -1.996
H -0.106 2.706 -1.102
H -1.229 1.878 -2.191
H -1.611 -1.131 -0.292
H -2.710 0.100 -0.144
H -1.895 -0.217 -1.796
H 1.831 -1.679 -0.118
H 1.573 -1.000 -1.450
O 2.035 -1.766 -1.064
*
```

For the HOMO energy (spin up / spin down), the calculation gives 0.0358 / -0.2079 Ha. The value obtained for the LUMO energy (spin up / spin down) is 3.862 / 3.839 eV.

=====

Stability, highest: B

=====

## A
# C3H10NO

2 unconnected molecules or ions with the total composition C3H10NO (ωB97M-V with the def2-TZVPD basis set, the OMol25 dataset).

```
! wB97M-V def2-TZVPD RIJCOSX def2/J DEFGRID3
* xyz 2 2
C 2.177 -0.086 0.452
N 3.032 -1.046 0.405
H 1.929 0.397 1.405
H 1.814 0.352 -0.472
H 3.301 -1.416 -0.504
H 3.066 -1.556 1.291
C -1.750 0.203 -0.836
O -0.418 -0.579 -0.737
C -2.091 1.061 0.315
H -2.393 -0.626 -1.122
H -1.582 0.829 -1.720
H -0.656 -1.506 -0.476
H -2.489 0.522 1.188
H -2.762 1.904 0.130
H -1.177 1.548 0.684
*
```

For the HOMO energy (spin up / spin down), the calculation gives -0.7900 / -0.7857 Ha. The value obtained for the LUMO energy (spin up / spin down) is -9.539 / -14.433 eV.

=====

## B
# C3H10NO

2 unconnected molecules or ions with the total composition C3H10NO (ωB97M-V with the def2-TZVPD basis set, the OMol25 dataset).

```
! wB97M-V def2-TZVPD RIJCOSX def2/J DEFGRID3
* xyz 2 2
C 2.353 0.267 -1.628
O 1.355 1.154 -1.003
H 2.495 -0.530 -0.857
H 1.725 0.010 -2.474
H 3.418 0.674 -1.808
H 1.649 2.052 -0.840
C -1.372 -0.518 1.531
C -1.080 -1.779 1.060
N -1.704 0.612 0.600
H -1.068 -0.173 2.536
H -0.815 -2.617 1.646
H -1.383 -2.017 0.035
H -1.503 0.653 -0.394
H -2.793 0.681 0.627
H -1.279 1.531 0.972
*
```

For the HOMO energy (spin up / spin down), the calculation gives -0.6834 / -0.6832 Ha. The value obtained for the LUMO energy (spin up / spin down) is -8.014 / -14.404 eV.

=====

Stability, highest: A

=====

## A
# C3H4I2

2 unconnected molecules or ions with the total composition C3H4I2 (ωB97M-V with the def2-TZVPD basis set, the OMol25 dataset).

```
! wB97M-V def2-TZVPD RIJCOSX def2/J DEFGRID3
* xyz 0 1
C 0.605 0.121 -0.183
C -1.801 0.271 -0.247
C 1.600 0.001 0.649
I -2.467 -1.580 0.079
I 3.629 -0.498 0.004
H 0.546 -0.224 -1.199
H -1.614 0.634 -1.233
H -2.186 1.031 0.426
H 1.688 0.244 1.705
*
```

For the HOMO energy (spin up / spin down), the calculation gives -0.3130 / -0.3163 Ha. The value obtained for the LUMO energy (spin up / spin down) is -1.094 / -0.917 eV.

=====

## B
# C3H4I2

A molecular structure, C3H4I2 (ωB97M-V with the def2-TZVPD basis set, the OMol25 dataset).

```
! wB97M-V def2-TZVPD RIJCOSX def2/J DEFGRID3
* xyz 0 1
C -0.512 -0.001 0.806
C -0.688 0.084 -0.718
C 0.779 0.043 0.143
I 1.823 1.879 0.009
I 1.824 -1.862 0.039
H -0.825 0.749 1.370
H -0.859 -0.926 1.140
H -0.882 -0.852 -1.292
H -0.659 0.888 -1.496
*
```

For the HOMO energy, the calculation gives -0.3305 Ha. The value obtained for the LUMO energy is -0.269 eV.

=====

Stability, highest: B

=====

## A
# C2H5FSi

A single C2H5FSi molecule (ωB97M-V with the def2-TZVPD basis set, the OMol25 dataset).

```
! wB97M-V def2-TZVPD RIJCOSX def2/J DEFGRID3
* xyz 0 1
C 1.056 1.221 0.015
C 0.642 -0.039 0.140
F 1.700 -0.984 -0.095
Si -1.194 -0.705 0.082
H 0.600 2.173 -0.027
H 2.115 1.225 0.105
H -1.377 -1.902 0.931
H -2.337 0.244 0.151
H -1.206 -1.232 -1.302
*
```

For the HOMO energy, the calculation gives -0.3696 Ha. The value obtained for the LUMO energy is 0.920 eV. The SMILES is C=C(F)[SiH3].

=====

## B
# C2H5FSi

A molecular structure, C2H5FSi (ωB97M-V with the def2-TZVPD basis set, the OMol25 dataset).

```
! wB97M-V def2-TZVPD RIJCOSX def2/J DEFGRID3
* xyz 0 1
C -0.560 -1.018 1.117
C 0.226 -0.409 0.302
F 1.613 -1.332 0.049
Si 0.087 1.076 -0.871
H -1.422 -0.387 1.211
H -0.378 -1.997 1.701
H 0.454 2.190 -0.018
H 1.110 1.068 -1.781
H -1.131 0.810 -1.711
*
```

For the HOMO energy, the calculation gives -0.3937 Ha. The value obtained for the LUMO energy is 0.744 eV.

=====

Stability, highest: A

=====

## A
# C6H13N3

A single C6H13N3 molecule (ωB97M-V with the def2-TZVPD basis set, the OMol25 dataset).

```
! wB97M-V def2-TZVPD RIJCOSX def2/J DEFGRID3
* xyz 0 1
H -1.747 -1.902 1.700
N -1.027 -2.469 1.255
C -0.375 -1.879 0.366
C 0.433 -2.135 -0.824
N -0.245 -0.862 -0.580
C 0.335 0.400 -0.245
C 1.818 0.404 0.114
C 0.052 1.331 -1.417
C -0.508 0.917 1.125
N -1.929 1.071 1.012
H 0.011 -2.710 -1.640
H 1.510 -2.223 -0.722
H 2.132 1.400 0.418
H 2.423 0.106 -0.742
H 2.022 -0.268 0.946
H 0.391 2.341 -1.194
H -1.014 1.350 -1.639
H 0.577 0.981 -2.306
H -0.070 1.898 1.319
H -0.264 0.329 2.012
H -2.169 1.736 0.285
H -2.356 0.184 0.759
*
```

For the HOMO energy, the calculation gives -0.3293 Ha. The value obtained for the LUMO energy is 0.820 eV. The SMILES is [H]/N=C1/CN1C(C)(C)CN.

=====

## B
# C6H13N3

A single C6H13N3 molecule (ωB97M-V with the def2-TZVPD basis set, the OMol25 dataset).

```
! wB97M-V def2-TZVPD RIJCOSX def2/J DEFGRID3
* xyz 0 1
C -3.237 -0.368 -0.341
N -2.264 -0.456 0.533
N -0.979 -0.677 0.056
C 0.010 -0.804 1.173
C 1.092 -0.327 0.100
C 1.734 -1.467 -0.677
N 2.184 0.639 0.324
C -0.101 0.431 -0.586
C -0.308 1.897 -0.051
H -3.048 -0.088 -1.443
H -4.297 -0.414 0.008
H -0.379 -0.035 1.906
H -0.084 -1.787 1.695
H 2.430 -1.134 -1.477
H 0.952 -2.160 -1.054
H 2.365 -2.002 0.005
H 2.034 1.236 1.129
H 3.048 0.131 0.369
H -0.195 0.452 -1.668
H -0.965 2.389 -0.816
H 0.731 2.374 -0.187
H -0.723 2.171 1.005
*
```

For the HOMO energy, the calculation gives -0.3106 Ha. The value obtained for the LUMO energy is 1.084 eV. The SMILES is C=NN1C[C@](C)(N)[C@@H]1C.

=====

Stability, highest: A